No. 1
{"formula": "C3H12NOS2", "method": "wB97M-V/def2-TZVPD", "orbital_gap_ev": [10.362, 6.089], "total_charge": 2, "lumo_energy_ev": [-8.62, -12.66], "relative_energy_ev": 2.2417, "multiplicity": 2, "s_squared": 0.756, "elements": ["N", "C", "C", "C", "S", "S", "H", "H", "H", "H", "H", "H", "H", "H", "H", "H", "H", "H", "O"], "coordinates": [[-0.816, 0.166, 1.413], [-0.410, -0.593, 0.073], [-1.204, -1.832, 0.131], [1.109, -0.625, -0.022], [1.752, 0.835, -1.039], [3.031, 1.992, 0.080], [-1.323, 1.132, 1.249], [-1.494, -0.476, 1.973], [-0.030, 0.349, 1.945], [-0.769, 0.261, -0.774], [-2.246, -1.706, 0.120], [-0.844, -2.423, -0.703], [-1.057, -2.528, 0.943], [1.398, -0.801, 1.032], [1.456, -1.527, -0.592], [4.307, 1.438, 0.035], [-0.265, 2.345, -2.027], [-1.640, 1.932, -2.252], [-0.954, 2.062, -1.585]]}

---

No. 2
{"formula": "C4H11N3O2", "method": "wB97M-V/def2-TZVPD", "orbital_gap_ev": 9.355, "lumo_energy_ev": 0.82, "relative_energy_ev": 1.0798, "smiles": "CN=C(N)N.CC(=O)O", "elements": ["C", "C", "N", "N", "N", "H", "H", "H", "H", "H", "H", "H", "H", "C", "C", "O", "O", "H", "H", "H"], "coordinates": [[-2.418, 1.357, -0.289], [-0.683, 0.406, -1.450], [-1.250, 0.463, -0.311], [-1.003, 1.165, -2.562], [0.528, -0.253, -1.540], [0.403, -0.051, 3.363], [-2.167, 2.421, -0.412], [-2.962, 1.266, 0.649], [-1.738, 1.849, -2.523], [-0.713, 0.930, -3.497], [0.667, -0.893, -0.769], [0.864, -0.698, -2.384], [-3.076, 1.001, -1.100], [2.511, -1.418, 1.524], [1.196, -1.289, 2.215], [1.298, -0.184, 3.031], [0.096, -1.760, 2.082], [2.795, -2.464, 1.400], [3.362, -0.942, 1.994], [2.288, -0.907, 0.577]]}

---

No. 3
{"formula": "C25H54GaO2", "method": "wB97M-V/def2-TZVPD", "orbital_gap_ev": 7.024, "total_charge": -1, "lumo_energy_ev": 2.56, "elements": ["C", "C", "C", "C", "C", "C", "C", "C", "C", "C", "C", "C", "C", "C", "C", "Ga", "O", "C", "C", "C", "C", "C", "C", "C", "C", "C", "O", "C", "H", "H", "H", "H", "H", "H", "H", "H", "H", "H", "H", "H", "H", "H", "H", "H", "H", "H", "H", "H", "H", "H", "H", "H", "H", "H", "H", "H", "H", "H", "H", "H", "H", "H", "H", "H", "H", "H", "H", "H", "H", "H", "H", "H", "H", "H", "H", "H", "H", "H", "H", "H", "H", "H"], "coordinates": [[-3.715, 3.587, 1.202], [-4.309, 3.879, -0.174], [-3.304, 3.749, -1.318], [-2.160, 4.757, -1.242], [-1.061, 4.576, -2.294], [-0.616, 3.127, -2.500], [0.715, 2.986, -3.262], [1.902, 2.648, -2.349], [2.657, 3.878, -1.845], [3.733, 3.545, -0.803], [3.194, 3.643, 0.626], [2.223, 2.522, 1.011], [2.151, 2.247, 2.508], [1.235, 1.067, 2.870], [-0.222, 1.480, 3.151], [-1.645, 0.251, 2.421], [-3.284, 0.994, 3.038], [-1.516, -1.598, 3.263], [-1.924, -2.813, 2.428], [-1.500, -4.181, 2.994], [-1.270, -5.266, 1.944], [0.040, -5.139, 1.173], [0.352, -6.369, 0.323], [1.759, -6.365, -0.306], [1.757, -6.412, -1.835], [1.419, -5.070, -2.473], [1.970, -5.020, -3.781], [1.938, -3.719, -4.318], [-3.118, 2.670, 1.191], [-4.497, 3.459, 1.953], [-3.064, 4.392, 1.550], [-5.135, 3.185, -0.360], [-4.739, 4.889, -0.185], [-2.909, 2.729, -1.316], [-3.829, 3.878, -2.274], [-2.585, 5.763, -1.345], [-1.705, 4.717, -0.247], [-0.191, 5.168, -1.988], [-1.383, 4.992, -3.258], [-1.402, 2.583, -3.030], [-0.519, 2.648, -1.519], [0.928, 3.931, -3.782], [0.619, 2.229, -4.044], [2.614, 1.993, -2.863], [1.524, 2.085, -1.491], [3.087, 4.398, -2.710], [1.943, 4.576, -1.390], [4.104, 2.529, -0.983], [4.589, 4.217, -0.918], [4.021, 3.679, 1.345], [2.676, 4.605, 0.716], [2.468, 1.605, 0.461], [1.209, 2.806, 0.697], [3.165, 2.126, 2.914], [1.737, 3.142, 2.989], [1.666, 0.560, 3.739], [1.268, 0.332, 2.053], [-0.391, 2.489, 2.749], [-0.396, 1.565, 4.231], [-1.700, 0.215, 0.790], [-4.019, 0.603, 2.546], [-0.514, -1.757, 3.691], [-2.196, -1.525, 4.123], [-1.595, -2.716, 1.384], [-3.021, -2.821, 2.388], [-0.601, -4.064, 3.613], [-2.280, -4.540, 3.675], [-2.106, -5.266, 1.231], [-1.289, -6.253, 2.429], [0.861, -4.975, 1.883], [-0.001, -4.250, 0.532], [0.228, -7.257, 0.951], [-0.401, -6.456, -0.470], [2.300, -5.471, 0.025], [2.331, -7.221, 0.064], [2.734, -6.717, -2.220], [1.033, -7.164, -2.165], [0.330, -4.925, -2.538], [1.825, -4.245, -1.869], [0.913, -3.327, -4.367], [2.540, -3.028, -3.712], [2.348, -3.764, -5.327]]}

---

No. 4
{"formula": "C28H42BrI2N5O2S2SiTa", "method": "wB97M-V/def2-TZVPD", "orbital_gap_ev": 6.128, "total_charge": 3, "lumo_energy_ev": -8.37, "relative_energy_ev": 0.3900, "elements": ["Ta", "N", "C", "C", "C", "C", "C", "C", "S", "O", "O", "N", "C", "N", "C", "C", "C", "N", "H", "H", "H", "H", "H", "H", "H", "H", "H", "I", "C", "I", "H", "H", "S", "C", "C", "C", "C", "C", "N", "H", "H", "H", "H", "C", "C", "C", "C", "Si", "Br", "C", "C", "C", "C", "C", "C", "C", "C", "H", "H", "H", "H", "H", "H", "H", "H", "H", "H", "H", "H", "H", "H", "H", "H", "H", "H", "H", "H", "H", "H", "H", "H", "H", "H", "H"], "coordinates": [[1.017, 2.450, 5.402], [-2.799, 6.842, 10.670], [-2.298, 5.814, 9.975], [-1.280, 6.029, 9.010], [-0.759, 4.982, 8.309], [-1.239, 3.682, 8.551], [-2.261, 3.449, 9.489], [-2.776, 4.500, 10.191], [-0.629, 2.362, 7.709], [0.882, 2.545, 7.488], [-1.000, 1.105, 8.248], [-0.870, 2.453, 6.059], [-2.172, 2.549, 5.495], [-3.174, 2.320, 6.316], [-4.388, 2.424, 5.769], [-4.559, 2.745, 4.433], [-3.415, 2.975, 3.687], [-2.195, 2.887, 4.220], [-2.457, 7.778, 10.541], [-3.505, 6.701, 11.372], [-0.911, 7.033, 8.843], [0.026, 5.154, 7.583], [-2.623, 2.443, 9.653], [-3.553, 4.331, 10.925], [-5.230, 2.240, 6.423], [-5.543, 2.824, 3.995], [-3.465, 3.245, 2.640], [4.272, -0.515, 3.936], [2.500, -1.337, 4.718], [1.714, -0.279, 6.408], [2.690, -2.337, 5.091], [1.718, -1.332, 3.968], [1.419, 4.704, 4.814], [3.032, 4.274, 5.440], [4.130, 5.105, 5.486], [5.288, 4.596, 6.059], [5.314, 3.298, 6.562], [4.182, 2.523, 6.469], [3.064, 3.010, 5.904], [4.074, 6.112, 5.098], [6.171, 5.218, 6.122], [6.205, 2.894, 7.020], [4.140, 1.509, 6.838], [-1.835, -4.020, -10.412], [-1.876, -2.542, -10.813], [-2.998, -1.866, -10.003], [-2.197, -2.449, -12.330], [-0.268, -1.586, -10.694], [0.800, 1.425, 3.239], [-0.240, 0.240, -11.118], [0.636, 1.027, -10.126], [0.418, 0.253, -12.524], [-1.596, 0.950, -11.209], [1.348, -2.518, -10.509], [1.297, -3.496, -9.321], [1.426, -3.315, -11.840], [2.622, -1.679, -10.371], [-2.807, -4.456, -10.652], [-1.676, -4.150, -9.342], [-1.085, -4.597, -10.951], [-3.917, -2.435, -10.164], [-3.192, -0.842, -10.305], [-2.791, -1.883, -8.931], [-3.161, -2.937, -12.496], [-1.462, -2.971, -12.947], [-2.290, -1.425, -12.691], [1.663, 0.676, -10.085], [0.220, 1.014, -9.116], [0.660, 2.070, -10.452], [1.412, -0.195, -12.541], [0.531, 1.297, -12.829], [-0.200, -0.238, -13.279], [-2.081, 1.032, -10.237], [-2.286, 0.481, -11.909], [-1.415, 1.966, -11.569], [0.490, -4.219, -9.389], [1.217, -2.971, -8.366], [2.236, -4.055, -9.305], [0.577, -3.982, -11.996], [2.322, -3.939, -11.801], [1.523, -2.665, -12.712], [2.659, -1.144, -9.422], [2.765, -0.966, -11.182], [3.474, -2.363, -10.392]]}

---

No. 5
{"formula": "C4H9N3O2S", "method": "wB97M-V/def2-TZVPD", "orbital_gap_ev": [7.789, 8.795], "lumo_energy_ev": [-0.25, 0.53], "relative_energy_ev": 4.6792, "elements": ["C", "C", "C", "C", "N", "N", "N", "O", "O", "S", "H", "H", "H", "H", "H", "H", "H", "H", "H"], "coordinates": [[-0.991, -0.355, -1.118], [-1.549, 1.166, -1.017], [-0.109, -0.679, -0.038], [0.013, -1.837, 0.843], [-1.936, 1.473, 0.248], [-1.646, 1.010, 1.281], [1.973, 0.548, 1.518], [2.419, -0.280, -0.889], [1.089, 1.701, -0.677], [1.395, 0.375, -0.118], [-1.612, -1.193, -1.273], [-0.367, -0.321, -1.960], [-0.702, 1.913, -1.313], [-2.424, 1.227, -1.728], [-0.997, -2.484, 0.997], [0.529, -1.614, 1.816], [0.519, -2.674, 0.358], [1.471, 1.315, 1.905], [2.925, 0.708, 1.165]]}

---

The electronic energy results, record by record, are as follows: -1047.09998, -473.76308, -3060.23687, -5827.95599, -870.58040 hartree.